Entry from OMol25: a structure of composition C31H26AsF11IN4O3SZn (the ωB97M-V functional and the def2-TZVPD basis).

XYZ file:
```
79
Properties=species:S:1:pos:R:3:mulliken_spin:R:1
Zn -0.1187 0.0049 0.5006 -0.03
C 4.2323 2.1701 6.1328 0.00
O 5.3303 1.8901 5.2855 0.00
C 5.3761 0.6638 4.7012 0.00
C 6.4633 0.4286 3.8612 0.00
C 6.5939 -0.7942 3.2359 0.00
C 5.6212 -1.7778 3.3891 0.00
C 4.5575 -1.5548 4.2497 0.00
C 4.4371 -0.3405 4.9142 0.00
N 5.8887 -3.0436 2.7507 0.00
N 5.0113 -3.6743 2.1445 0.00
C 3.7105 -3.1115 1.9148 0.00
C 2.6286 -3.8701 2.2837 0.00
C 1.3093 -3.4274 2.1284 0.00
C 1.0329 -2.2045 1.5355 0.00
O -0.1679 -1.7352 1.3760 0.00
C 2.1687 -1.4500 1.0586 0.00
N 1.8863 -0.2919 0.3876 0.00
C 2.8592 0.4223 -0.1331 0.02
C 4.2028 0.0386 -0.0299 0.02
C 4.5140 -1.1022 0.6518 0.00
C 3.4943 -1.8866 1.2379 0.00
H 4.3691 3.1910 6.4776 0.00
H 4.2126 1.4995 6.9957 0.00
H 3.2850 2.0947 5.5910 0.00
H 7.2019 1.2085 3.7348 0.00
H 7.4544 -1.0048 2.6129 0.00
H 3.8197 -2.3278 4.4170 0.00
H 3.6206 -0.1942 5.6065 0.00
H 2.8239 -4.8346 2.7385 0.00
H 0.4783 -4.0393 2.4524 0.00
H 2.5954 1.3035 -0.7017 -0.04
H 4.9600 0.6357 -0.5163 0.00
H 5.5424 -1.4318 0.7136 0.00
F -1.1957 -0.3338 -1.1832 0.01
As -2.8926 -0.9677 -1.5424 0.00
F -4.4748 -1.5055 -1.8809 0.00
F -2.3123 -2.5461 -1.1995 0.00
F -3.2087 -0.7256 0.1444 0.00
F -2.3550 -1.1156 -3.1721 0.00
F -3.3195 0.6879 -1.8341 0.00
F 1.0807 3.1650 0.9134 0.06
C 0.8706 3.2375 -0.3840 0.81
F 0.1521 2.2109 -0.8297 0.09
C 0.3691 4.5880 -0.8707 0.03
F 1.2486 5.5353 -0.5669 0.00
F -0.7968 4.8868 -0.2719 0.02
F 0.1749 4.5573 -2.1806 0.00
I 0.4880 0.6974 3.7781 0.00
C -1.2389 1.4159 2.8641 0.00
C -2.2080 2.0535 3.6174 0.00
C -3.3067 2.5842 2.9619 0.00
C -3.3987 2.4752 1.5850 0.00
C -2.3960 1.8132 0.9085 0.00
N -1.3350 1.2843 1.5390 0.01
H -2.0941 2.1338 4.6878 0.00
H -4.0824 3.0832 3.5278 0.00
H -4.2375 2.8740 1.0343 0.00
H -2.4437 1.6705 -0.1614 0.00
C 2.6149 -5.8795 -0.7643 0.00
C 2.3351 -4.5166 -1.3317 0.00
C 3.3654 -3.6921 -1.7675 0.00
C 3.1062 -2.4300 -2.2889 0.00
C 1.7965 -1.9966 -2.3811 0.00
C 0.7453 -2.7995 -1.9517 0.00
C 1.0227 -4.0504 -1.4319 0.00
S 1.4820 -0.3319 -2.9520 0.00
C 0.8263 -0.7354 -4.5701 0.00
O 2.8116 0.3202 -3.1601 0.00
H 3.6851 -6.0568 -0.6658 0.00
H 2.1955 -6.6605 -1.4011 0.00
H 2.1643 -5.9860 0.2235 0.00
H 4.3898 -4.0388 -1.6892 0.00
H 3.9026 -1.7770 -2.6230 0.00
H -0.2799 -2.4547 -2.0060 0.00
H 0.2036 -4.6685 -1.0831 0.00
H 1.5595 -1.3316 -5.1105 0.00
H 0.6385 0.2073 -5.0810 0.00
H -0.1107 -1.2762 -4.4381 0.00
```

Orbital gap (alpha / beta): 7.085 / 5.995 eV
Expectation value of S²: 0.75
Max |F|: 0.7 eV/Å
Charge: 0
Energy above the lowest of the compared OMol25 structures with the same formula, charge and spin: 4.71 kcal/mol
2S+1: 2
E_HOMO (alpha / beta): -7.58 / -7.58 eV

=====

Entry from OMol25: the molecule C22H24FN3O4S (the ωB97M-V functional and the def2-TZVPD basis).

XYZ file:
```
55
Properties=species:S:1:pos:R:3:mulliken_charge:R:1
C -4.4563 0.1374 0.0314 -1.26
C -3.3365 -0.5349 0.8158 -0.48
N -2.4665 -1.3538 -0.0163 0.30
C -3.0358 -2.5613 -0.5792 -0.86
C -3.4224 -2.4411 -2.0536 -1.00
C -1.1896 -0.9472 -0.1771 1.17
O -0.7528 0.0771 0.3069 -0.61
C -0.2599 -1.8437 -1.0211 -1.39
N 1.0958 -1.4177 -0.8363 0.46
C 1.5933 -0.2456 -1.3077 -0.03
C 2.8609 -0.0529 -0.8354 -0.35
S 3.8578 1.3598 -1.1439 1.33
O 3.1622 2.2008 -2.0918 -0.70
O 5.2067 0.9763 -1.4545 -0.73
C 3.8775 2.2698 0.4420 -0.84
C 2.4911 2.3322 1.0542 0.49
O 2.2999 2.0824 2.2234 -0.65
N 1.5421 2.7039 0.1581 -0.06
C 0.1735 2.8349 0.3906 0.03
C -0.3913 2.9445 1.6572 -0.38
C -1.7568 3.1072 1.8044 -0.82
C -2.5887 3.1716 0.7007 -0.58
C -2.0490 3.0573 -0.5693 -0.53
C -0.6888 2.8867 -0.7050 0.83
F -0.1730 2.7564 -1.9528 -0.40
C 3.1733 -1.1556 0.0074 0.62
C 4.2964 -1.5140 0.7482 -0.51
C 4.2486 -2.6824 1.4749 -0.75
C 3.1093 -3.4912 1.4745 -0.71
C 1.9899 -3.1620 0.7400 -0.86
C 2.0261 -1.9863 0.0001 0.03
H -5.0027 0.8052 0.6914 0.39
H -4.0404 0.7229 -0.7840 0.26
H -5.1564 -0.5915 -0.3701 0.40
H -3.7568 -1.1658 1.6063 0.41
H -2.7023 0.2285 1.2710 0.22
H -2.3424 -3.3980 -0.4523 0.43
H -3.9315 -2.7914 0.0026 0.42
H -4.1068 -1.6124 -2.2061 0.28
H -3.9116 -3.3580 -2.3723 0.39
H -2.5521 -2.2836 -2.6832 0.28
H -0.3449 -2.8911 -0.7309 0.33
H -0.5291 -1.7413 -2.0766 0.17
H 1.0301 0.3807 -1.9712 0.57
H 4.2464 3.2650 0.2008 0.50
H 4.5646 1.7708 1.1195 0.41
H 1.8334 2.7539 -0.8194 0.31
H 0.2489 2.8854 2.5205 0.49
H -2.1739 3.1862 2.7970 0.41
H -3.6526 3.3062 0.8220 0.48
H -2.6664 3.0967 -1.4536 0.50
H 5.1782 -0.8931 0.7295 0.46
H 5.1038 -2.9858 2.0595 0.40
H 3.1082 -4.3971 2.0621 0.40
H 1.1193 -3.8012 0.7517 0.34
```

Orbital gap: 8.744 eV
SMILES string: CCN(CC)C(=O)Cn1cc(S(=O)(=O)CC(=O)Nc2ccccc2F)c2ccccc21
Max |F|: 0.8 eV/Å
Charge: 0
Energy above the lowest of the compared OMol25 structures with the same formula, charge and spin: 7.54 kcal/mol
E_HOMO: -8.32 eV

=====

Entry from OMol25: a cluster of 2 separate species, C11H15N in total in a non-equilibrium geometry (the ωB97M-V functional and the def2-TZVPD basis).

XYZ file:
```
27
Properties=species:S:1:pos:R:3:mulliken_spin:R:1
C -1.1771 0.6878 1.9927 0.50
C 0.1504 -1.0482 0.4458 1.04
C -1.0052 -0.6815 1.3532 -1.90
C 0.0395 -2.3956 0.0929 1.30
C -1.6433 -1.9071 1.5705 1.74
C 1.1259 -0.2729 -0.1197 -0.32
C 2.1116 -0.9430 -0.7782 -0.22
C 1.9487 -2.2724 -1.2862 0.17
C 0.8959 -2.9841 -0.9039 0.13
N -1.1425 -2.8718 0.5881 -1.42
H 1.1456 0.7722 0.0247 0.42
H 2.9940 -0.4111 -1.2122 -0.04
H 2.5581 -2.5807 -2.0933 -0.05
H -1.1265 1.4761 1.2315 0.19
H -0.5538 1.0805 2.6982 -0.17
H -2.5825 -2.1458 2.0331 0.15
H -1.4557 -3.7601 0.7120 -0.58
H 0.7172 -4.0788 -1.2117 -0.10
H -2.2061 0.6747 2.4751 0.10
C -0.1815 2.3881 -1.4739 0.06
C 0.1155 3.4906 -0.3561 -0.08
H -0.5712 2.8997 -2.4878 -0.04
H 0.6649 1.6663 -1.5402 0.05
H -1.2705 1.8845 -1.2530 -0.03
H -0.1614 3.1388 0.6367 0.14
H -0.4830 4.3609 -0.6272 -0.04
H 1.0929 3.8331 -0.5110 -0.01
```

Orbital gap (alpha / beta): 2.275 / 7.749 eV
Expectation value of S²: 0.75
Max |F|: 4.9 eV/Å
Charge: -1
Energy above the lowest of the compared OMol25 structures with the same formula, charge and spin: 53.85 kcal/mol
2S+1: 2
E_HOMO (alpha / beta): 1.14 / -4.45 eV

=====

Entry from OMol25: a cluster of 2 separate species, C10H16 in total in a non-equilibrium geometry (the ωB97M-V functional and the def2-TZVPD basis).

XYZ file:
```
26
Properties=species:S:1:pos:R:3:mulliken_spin:R:1
C -1.7020 -1.9295 -0.2973 0.02
C -0.9451 -0.1559 1.2257 0.22
C -1.0397 -1.5418 0.9444 0.24
C -0.2041 0.2943 2.3451 -0.03
C -0.2968 -2.4308 1.7837 0.09
C 0.6666 -0.5751 2.9636 0.27
C 0.6478 -1.9556 2.6550 0.08
H -1.4397 0.6749 0.8444 0.01
H -0.1572 1.3066 2.5687 0.01
H -1.9539 -3.0513 -0.2917 0.00
H -1.2047 -1.5028 -1.1836 0.05
H -0.3504 -3.5282 1.5874 0.00
H 1.3163 -0.1799 3.6933 0.01
H 1.3251 -2.6399 3.2102 0.00
H -2.6923 -1.5122 -0.5081 0.04
C 0.6785 1.1725 -2.2742 0.00
C 1.9361 1.6752 -1.5339 0.00
C -0.3925 2.2283 -2.1271 0.00
H 0.7603 1.0048 -3.3376 0.00
H 0.5397 0.0513 -1.9521 0.00
H 2.4166 2.4431 -2.1350 0.00
H 2.7144 0.7320 -1.6218 0.00
H -0.8122 2.1805 -0.9754 0.00
H -0.1831 3.2485 -2.3750 0.00
H 1.6831 1.9655 -0.5473 0.00
H -1.3107 2.0255 -2.6613 0.00
```

Orbital gap (alpha / beta): 9.471 / 5.464 eV
Expectation value of S²: 0.77
Max |F|: 5.1 eV/Å
Charge: +1
Energy above the lowest of the compared OMol25 structures with the same formula, charge and spin: 39.95 kcal/mol
2S+1: 2
E_HOMO (alpha / beta): -13.79 / -13.79 eV